Entry from the Open Molecules 2025 dataset: C61H56N7NaO4P2Te as an isolated structure (wB97M-V/def2-TZVPD).

Each line ends with the Mulliken charge.
Positions of all 132 atoms, in Å:
Na1 0.38278 -0.30035 0.79844  0.90
C1 -3.90466 6.20686 -3.61898  -0.34
C2 -2.68641 6.17010 -4.28536  -0.82
C3 -1.75077 5.19697 -3.97318  -0.50
C4 -2.00922 4.24098 -2.98864  0.72
C5 -3.22767 4.30374 -2.30631  -0.29
C6 -4.16677 5.26944 -2.62889  -0.83
C7 -1.07079 3.16624 -2.66320  -0.01
C8 -0.08724 2.66142 -3.42826  -0.11
C9 0.35353 2.70235 -4.80498  -1.48
C10 0.95866 1.53473 -5.05491  -1.70
C11 0.94784 0.67042 -3.85305  0.68
C12 1.17072 -0.68720 -3.97809  1.46
C13 1.39294 -1.22455 -5.35485  -1.13
C14 2.62665 -1.76631 -5.71780  0.14
C15 2.83360 -2.29653 -6.98256  -0.89
C16 1.80554 -2.29930 -7.91618  -0.34
C17 0.56990 -1.77092 -7.56921  -0.87
C18 0.36810 -1.24563 -6.30040  0.10
C19 1.31028 -1.67278 -2.93256  -0.35
N1 1.47335 -1.33888 -1.67974  0.80
C20 1.88343 -2.45924 -0.98696  0.45
C21 2.77795 -2.32697 0.07615  -0.11
C22 3.24092 -3.53738 0.79596  0.78
C23 4.50753 -3.62574 1.38215  -0.23
C24 4.88762 -4.74522 2.10603  -0.90
C25 4.00710 -5.80476 2.28178  -0.51
C26 2.73480 -5.72078 1.73399  -0.92
C27 2.35436 -4.59974 1.01193  0.12
C28 3.29381 -1.01395 0.36074  -0.24
C29 4.63696 -0.52689 0.30802  -0.61
C30 4.54202 0.83397 0.04067  -1.45
C31 3.14900 1.13450 -0.01906  -1.25
N2 2.44520 0.03290 0.20490  0.95
C32 2.40841 2.38385 -0.16855  1.19
C33 1.08411 2.44438 -0.52064  -1.01
C34 0.15528 1.53687 -1.41029  1.09
C35 -1.13555 2.39380 -1.37294  1.02
C36 -0.96151 3.43290 -0.23388  -1.33
N3 0.31793 3.47856 0.04293  -0.29
C37 3.05108 3.61273 0.36227  0.40
C38 3.89232 3.58110 1.47533  -0.36
C39 4.51763 4.73060 1.94140  -0.80
C40 4.31855 5.94395 1.30056  -0.43
C41 3.48118 5.99242 0.19126  -0.80
C42 2.85919 4.84541 -0.26825  -0.38
C43 1.79285 -3.60761 -1.88295  -1.64
C44 1.46741 -3.11330 -3.10557  -1.36
N4 0.49349 1.50160 -2.85036  1.08
H1 -4.63754 6.96743 -3.86095  0.36
H2 -2.45794 6.90718 -5.04655  0.36
H3 -0.79324 5.20463 -4.47829  0.42
H4 -3.42340 3.59560 -1.51368  0.49
H5 -5.10675 5.29140 -2.09115  0.41
H6 0.16372 3.48595 -5.51916  0.42
H7 1.35691 1.21830 -6.00454  0.60
H8 3.42726 -1.76342 -4.98817  0.44
H9 3.80332 -2.70560 -7.24123  0.36
H10 1.96524 -2.71294 -8.90481  0.35
H11 -0.24372 -1.77312 -8.28473  0.37
H12 -0.59830 -0.84038 -6.02585  0.44
H13 5.19732 -2.80415 1.27639  0.21
H14 5.87909 -4.78482 2.54175  0.41
H15 4.30245 -6.67517 2.85506  0.36
H16 2.02219 -6.52317 1.88466  0.38
H17 1.34259 -4.51716 0.63828  0.38
H18 5.55249 -1.09888 0.32068  0.48
H19 5.35959 1.51969 -0.12589  0.62
H20 -0.01091 0.52518 -1.07022  -0.24
H21 -2.05647 1.81050 -1.27108  0.35
H22 4.04840 2.63823 1.98336  0.55
H23 5.15977 4.67525 2.81370  0.38
H24 4.80346 6.84359 1.66256  0.35
H25 3.30637 6.93419 -0.31594  0.38
H26 2.19848 4.88638 -1.12353  0.37
H27 2.04879 -4.62970 -1.65534  0.58
H28 1.38516 -3.66720 -4.02858  0.57
N5 -1.86969 -2.25799 2.10871  1.02
C45 -1.82765 -1.04892 2.79167  -0.07
C46 -2.17265 -1.04027 4.15242  -0.86
C47 -2.06292 0.14553 4.84485  -0.83
C48 -1.64376 1.29609 4.18360  -0.92
C49 -1.36676 1.18807 2.83302  -0.52
N6 -1.44305 0.04318 2.15734  1.15
C50 -1.92866 -2.49958 0.73177  -0.09
C51 -2.38070 -3.76141 0.32198  -0.79
C52 -2.48044 -4.01171 -1.02763  -1.07
C53 -2.14014 -3.01510 -1.93378  -0.96
C54 -1.68015 -1.81814 -1.42546  -0.75
N7 -1.55107 -1.56542 -0.12211  1.56
H29 -2.25660 -3.00972 2.65312  0.33
H30 -2.52272 -1.94399 4.63817  0.38
H31 -2.32026 0.17764 5.89800  0.32
H32 -1.55404 2.24729 4.68836  0.53
H33 -1.07587 2.05730 2.24913  0.09
H34 -2.66294 -4.50726 1.05504  0.57
H35 -2.83521 -4.97491 -1.37377  0.40
H36 -2.21652 -3.16228 -3.00100  0.56
H37 -1.38921 -1.01317 -2.08902  0.22
C55 2.17696 -2.94409 4.27339  -0.87
P1 2.05208 -1.15459 4.10565  1.09
C56 1.47667 -0.57552 5.71684  -1.42
C57 3.73233 -0.53214 3.95010  -0.83
O1 1.16459 -0.72599 2.99852  -0.55
H38 2.77173 -3.22459 5.14363  0.46
H39 2.63567 -3.35722 3.37515  0.03
H40 1.16851 -3.34895 4.36865  0.27
H41 2.21863 -0.76697 6.49304  0.44
H42 0.53785 -1.06987 5.96883  0.32
H43 1.28896 0.49592 5.64244  0.32
H44 4.42465 -1.06312 4.60501  0.42
H45 3.73861 0.53214 4.19024  0.37
H46 4.03548 -0.63652 2.90476  0.05
C58 -5.33430 -3.08786 2.97162  -0.99
C59 -5.79028 -1.72000 2.50900  -0.26
O2 -4.82776 -1.18626 1.61877  0.42
P2 -5.27307 -0.01429 0.55892  -1.07
O3 -4.03259 0.50931 -0.04904  0.18
Te1 -7.08691 -0.80035 -0.75927  -0.56
O4 -5.90818 1.08183 1.58426  -0.24
C60 -4.94932 1.78556 2.38486  1.06
C61 -5.70129 2.74511 3.27878  -1.62
H47 -6.12551 -3.57923 3.54237  0.44
H48 -4.45073 -3.01880 3.61031  0.05
H49 -5.09653 -3.70583 2.10538  0.22
H50 -5.90274 -1.03869 3.36239  0.14
H51 -6.76080 -1.79162 2.00554  0.33
H52 -4.24816 2.30849 1.73103  0.05
H53 -4.37365 1.06733 2.97894  -0.33
H54 -6.25060 3.47293 2.68157  0.33
H55 -5.00121 3.28218 3.92215  0.39
H56 -6.41581 2.20990 3.90715  0.37

E_HOMO	-1.188	eV
LUMO energy	3.0	eV
total charge	-2
frontier orbital gap	4.20	eV